67
Properties=species:S:1:pos:R:3:forces:R:3 method="wB97M-V/def2-TZVPD" homo_ev=-1.771 orbital_gap_ev=5.62 e_tot_ha=-2139.14386 charge=-2 e_lumo_ha=0.141
Rb 0.4850 -0.2931 0.1845 -0.065 -0.082 0.256
O -3.2191 -3.7733 2.1677 0.001 -0.073 0.064
C -2.4922 -2.9627 1.5294 -0.122 0.058 -0.127
N -1.2143 -2.7183 1.6433 0.157 0.039 0.117
C -0.5939 -3.4741 2.6997 0.044 -0.025 -0.014
C 0.7581 -2.9290 3.1038 -0.077 -0.028 -0.013
C 1.6988 -3.7642 3.7088 -0.039 -0.015 -0.031
C 2.9264 -3.2511 4.0851 0.054 -0.012 0.013
C 3.1996 -1.9143 3.8428 -0.049 -0.057 -0.011
C 2.2093 -1.1568 3.2404 0.067 0.080 -0.007
N 1.0164 -1.6395 2.8929 0.069 0.146 -0.004
C -3.1913 -2.1592 0.4395 0.020 -0.034 0.074
C -4.3161 -2.7087 -0.1776 0.000 0.007 0.047
C -4.9372 -2.0083 -1.1923 -0.038 -0.002 -0.034
C -4.4340 -0.7663 -1.5567 -0.011 -0.007 0.007
C -3.3294 -0.2853 -0.8720 0.000 0.034 -0.028
N -2.7225 -0.9572 0.1057 0.183 0.049 -0.128
H -0.4540 -4.5328 2.4233 -0.032 0.024 0.000
H -1.2283 -3.5138 3.6012 0.001 0.046 -0.029
H 1.4599 -4.8108 3.8568 0.004 -0.009 0.003
H 3.6727 -3.8949 4.5386 -0.005 0.005 0.005
H 4.1584 -1.4698 4.0686 0.008 0.011 0.017
H 2.3971 -0.1141 3.0026 0.024 0.039 0.023
H -4.6631 -3.6713 0.1698 0.004 -0.016 -0.002
H -5.7996 -2.4262 -1.7017 0.004 0.012 0.004
H -4.8737 -0.1851 -2.3570 -0.003 0.005 -0.007
H -2.8836 0.6682 -1.1358 0.011 0.026 -0.013
C 1.8175 4.3883 -0.0110 0.037 -0.007 0.024
N 2.5827 3.2095 -0.3343 -0.158 0.107 0.019
C 2.5809 2.5968 -1.5724 0.125 -0.003 -0.063
C 3.2931 1.4585 -1.4266 -0.043 0.154 0.105
N 3.7186 1.3590 -0.1190 -0.113 0.852 -0.143
C 3.2692 2.4301 0.5552 0.122 -0.115 -0.035
S 3.5064 2.7767 2.2171 0.005 0.045 -0.007
H 2.1531 5.2372 -0.6127 -0.006 0.001 0.002
H 1.9765 4.5992 1.0454 -0.004 -0.009 -0.022
H 0.7601 4.1947 -0.1917 -0.022 0.020 -0.002
H 2.0212 2.9879 -2.4012 -0.035 0.008 -0.022
H 3.4979 0.6737 -2.1333 -0.027 0.004 -0.070
H 3.7458 0.1936 0.3293 0.243 -0.175 0.094
C -2.2894 3.0881 4.2996 -0.086 0.061 0.019
N -1.4688 3.2912 3.1254 0.110 -0.066 0.031
C -1.5600 4.4881 2.3146 -0.073 0.041 -0.020
C -0.6914 2.2830 2.6585 0.058 -0.128 0.076
O -0.0606 2.3482 1.6282 0.013 -0.061 -0.211
H -2.7367 4.0397 4.5844 0.023 -0.028 0.026
H -1.6901 2.7357 5.1404 0.005 -0.031 -0.010
H -3.0968 2.3718 4.1253 -0.018 0.012 -0.005
H -2.1737 5.2215 2.8362 0.015 0.009 -0.024
H -1.9992 4.2734 1.3375 -0.015 0.000 0.001
H -0.5663 4.9024 2.1423 0.011 -0.008 0.002
H -0.6802 1.3912 3.3063 -0.024 -0.010 0.015
F 3.5604 -0.8609 0.5314 -0.186 -0.948 0.233
N 1.3519 -3.3356 -8.5795 0.003 0.013 0.004
C 1.1087 -2.6882 -7.6573 -0.046 0.080 0.134
C 0.7981 -1.8761 -6.5127 0.061 -0.163 -0.234
C -0.2639 -0.9703 -6.5653 -0.032 0.042 0.028
C -0.5582 -0.1852 -5.4723 -0.015 0.009 -0.031
C 0.1939 -0.2663 -4.2832 0.012 0.093 0.117
C 1.2532 -1.1931 -4.2516 0.057 -0.061 -0.003
C 1.5515 -1.9830 -5.3424 0.003 0.038 0.089
C -0.1060 0.5611 -3.1706 -0.077 -0.051 -0.157
C -0.4058 1.3128 -2.2337 -0.131 0.055 -0.107
H -0.8535 -0.8916 -7.4702 0.006 -0.005 -0.005
H -1.3814 0.5161 -5.5072 0.010 -0.006 -0.002
H 1.8410 -1.2781 -3.3460 -0.015 0.011 -0.018
H 2.3709 -2.6888 -5.2943 -0.001 0.000 -0.012